Arrangement A

24
Properties=species:S:1:pos:R:3 method="wB97M-V/def2-TZVPD" smiles=CC[C@@H](CN)NC.O homo_energy_ev=-8.650 lumo_energy_ev=0.90 mol_weight_g_mol=120.20
O 2.735 -1.017 -2.308
N 0.516 0.792 -1.872
N 0.453 1.192 1.074
C -0.955 -0.912 1.183
C -0.350 2.364 0.942
C -0.593 -2.396 1.011
C -0.504 0.233 -0.976
C 0.052 -0.025 0.403
H -0.688 -2.745 -0.013
H -0.018 3.148 1.616
H 2.287 -0.185 -2.415
H -1.165 -3.053 1.678
H 2.072 -1.552 -1.852
H -0.989 -0.688 2.247
H 0.947 -0.635 0.228
H -0.431 2.818 -0.051
H 0.854 1.018 1.974
H 0.968 1.504 -1.321
H -1.960 -0.752 0.782
H 0.107 1.255 -2.658
H -1.419 2.203 1.198
H -1.468 0.754 -0.891
H -0.849 -0.718 -1.401
H 0.399 -2.603 1.421

---

Arrangement B

24
Properties=species:S:1:pos:R:3 method="wB97M-V/def2-TZVPD" smiles=CNCC[C@H](C)N.O homo_energy_ev=-8.761 lumo_energy_ev=0.96 mol_weight_g_mol=120.20
O 3.034 -0.493 0.593
N 0.311 2.428 0.163
N -1.041 -1.803 -0.210
C -1.702 1.278 0.507
C -0.028 -1.090 -1.198
C -0.548 -1.713 1.219
C -0.292 0.334 -1.327
C -0.232 1.131 -0.031
H -1.401 -2.607 -0.441
H -0.313 3.060 -0.455
H 1.143 2.592 -0.257
H -1.696 1.854 1.375
H 0.608 -1.655 1.039
H -0.960 -0.866 1.669
H -0.836 -2.681 1.825
H 1.030 -1.340 -0.955
H -2.383 1.901 -0.088
H 0.356 0.427 0.497
H 0.611 0.746 -2.010
H -2.252 0.313 0.448
H -1.197 0.405 -1.862
H 3.038 -0.614 1.496
H -0.276 -1.587 -2.085
H 2.178 -0.009 0.371

---

Arrangement C

24
Properties=species:S:1:pos:R:3 method="wB97M-V/def2-TZVPD" smiles=C[C@@H](N)CCCN.O homo_energy_ev=-9.068 lumo_energy_ev=0.84 mol_weight_g_mol=120.20
O -3.218 0.938 -3.302
N -2.070 -1.926 1.190
N 0.622 1.957 -0.883
C -0.948 -1.277 1.879
C 0.386 -1.293 1.086
C 0.270 -0.360 -0.135
C 1.085 0.926 0.093
C 2.575 0.670 0.049
H 1.054 1.751 -1.768
H 0.948 2.852 -0.550
H -2.562 -1.238 0.639
H 2.880 0.144 -0.845
H -3.146 1.846 -3.623
H 0.773 1.335 1.053
H 3.118 1.594 0.218
H 0.681 -0.812 -1.050
H -2.348 0.832 -2.893
H -1.769 -2.687 0.598
H 2.851 0.104 0.944
H -0.779 -1.760 2.848
H -0.760 -0.099 -0.371
H -1.323 -0.288 2.165
H 0.587 -2.333 0.856
H 1.093 -0.876 1.804

---

So which one wins? Going from most stable to least: arrangement C, arrangement A, arrangement B.